Run one
DFT (wB97M-V/def2-TZVPD) results for 2 unconnected molecules or ions with the total composition C3H5FS.

XYZ file:
```
10
C3H5FS, DFT wB97M-V/def2-TZVPD
C -0.14116 1.17079 0.36875
C -0.28575 -0.40126 0.19159
C -0.83710 -1.13015 -0.64608
H 2.42634 -0.54223 -0.02189
H -0.53262 1.41730 1.29273
H -0.31878 1.84213 -0.63222
H -1.01607 -2.15309 -0.57145
H -1.46900 -0.68566 -1.61084
F 0.57041 -0.82234 1.14239
S 1.60373 1.30452 0.48701
```

Output
E_HOMO in eV: -8.76

Atomic partial charges in e from the Mulliken method, atoms 1 to 6: atom 1 (C): -0.225, atom 2 (C): 0.170, atom 3 (C): -0.640, atom 4 (H): 0.105, atom 5 (H): 0.303, atom 6 (H): 0.266


Run two
DFT (wB97M-V/def2-TZVPD) results for a single C3H5FS molecule.

XYZ file:
```
10
C3H5FS, DFT wB97M-V/def2-TZVPD
C -1.32509 0.45877 -0.54351
C -0.40372 -0.45626 0.03980
F -0.87530 -1.76937 -0.23176
C 0.77693 -0.22159 0.67996
S 2.00837 -0.61621 -0.43811
H -2.31253 0.04434 -0.92859
H -1.45044 1.42110 -0.11728
H 0.63953 -0.62418 1.82291
H 0.87679 0.85150 0.77928
H 2.06548 0.91190 -1.06271
```

Output
E_HOMO in eV: -8.93
Structure (SMILES): C=C(F)CS

Atomic partial charges in e from the Mulliken method, atoms 1 to 6: atom 1 (C): -0.850, atom 2 (C): 0.494, atom 3 (F): -0.279, atom 4 (C): -0.408, atom 5 (S): -0.226, atom 6 (H): 0.275


Order from most stable to least stable according to the calculation: run two, run one